Record 1
41
Properties=species:S:1:pos:R:3 method="wB97M-V/def2-TZVPD" spin_multiplicity=1 orbital_gap_ev=8.48 e_above_lowest_ev=1.001 lumo_energy_ev=0.6 total_charge=0 e_homo_ev=-7.92 smiles="NC(=O)C[C@H](NC(=O)[C@@H](N)Cc1c[nH]c2ccccc12)C(=O)O"
N -6.05 -0.22 0.96
C -5.19 0.00 -0.04
O -5.46 0.53 -1.11
C -3.81 -0.52 0.22
C -2.78 0.01 -0.81
N -1.67 -0.91 -0.90
C -0.91 -1.25 0.18
O -1.13 -0.97 1.35
C 0.39 -2.02 -0.19
N 0.80 -1.41 -1.47
C 1.39 -1.83 0.97
C 2.16 -0.59 0.84
C 1.74 0.53 1.42
N 2.64 1.55 1.14
C 3.72 1.03 0.47
C 4.83 1.71 0.01
C 5.77 0.96 -0.67
C 5.62 -0.44 -0.82
C 4.46 -1.09 -0.41
C 3.45 -0.33 0.23
C -2.19 1.37 -0.54
O -1.13 1.79 -0.98
O -3.00 2.11 0.18
H -7.01 0.08 0.78
H -5.86 -0.77 1.78
H -3.82 -1.66 0.22
H -3.49 -0.11 1.17
H -3.32 0.12 -1.79
H -1.24 -1.07 -1.78
H 0.12 -3.08 -0.27
H 0.59 -0.41 -1.39
H 1.80 -1.42 -1.54
H 0.80 -1.87 1.89
H 2.07 -2.77 0.94
H 0.82 0.68 1.93
H 2.50 2.48 1.44
H 4.94 2.79 0.12
H 6.68 1.36 -1.06
H 6.37 -1.08 -1.33
H 4.40 -2.17 -0.53
H -2.51 2.91 0.41

***

Record 2
41
Properties=species:S:1:pos:R:3 method="wB97M-V/def2-TZVPD" spin_multiplicity=1 orbital_gap_ev=8.01 e_above_lowest_ev=3.260 lumo_energy_ev=0.6 total_charge=0 e_homo_ev=-7.39 smiles="NC(=O)C[C@H](NC(=O)[C@@H](N)Cc1c[nH]c2ccccc12)C(=O)O"
N 5.86 0.31 -0.83
C 4.56 -0.30 -1.02
O 4.49 -1.36 -1.50
C 3.39 0.57 -0.51
C 2.12 -0.27 -0.41
N 0.96 0.57 -0.60
C 0.49 1.60 0.21
O 1.12 1.80 1.30
C -0.80 2.39 -0.26
N -1.16 1.95 -1.59
C -1.96 2.39 0.90
C -2.49 0.90 1.14
C -1.74 0.00 1.84
N -1.75 -1.14 1.27
C -2.82 -1.18 0.34
C -3.24 -2.26 -0.48
C -4.38 -1.98 -1.31
C -4.89 -0.70 -1.40
C -4.37 0.32 -0.67
C -3.28 0.06 0.26
C 2.08 -1.20 0.79
O 1.15 -1.89 1.24
O 3.24 -1.18 1.52
H 6.54 -0.40 -0.68
H 5.89 1.07 -0.13
H 3.35 1.32 -1.26
H 3.67 0.94 0.46
H 2.16 -1.02 -1.26
H 0.48 0.46 -1.41
H -0.48 3.46 -0.27
H -1.96 1.46 -1.42
H -1.35 2.71 -2.20
H -1.40 2.70 1.77
H -2.91 2.95 0.60
H -1.27 0.30 2.76
H -1.10 -1.86 1.52
H -2.75 -3.21 -0.39
H -4.80 -2.71 -1.97
H -5.54 -0.38 -2.28
H -4.76 1.31 -0.82
H 3.09 -1.87 2.15

***

Record 3
41
Properties=species:S:1:pos:R:3 method="wB97M-V/def2-TZVPD" spin_multiplicity=1 orbital_gap_ev=9.12 e_above_lowest_ev=2.896 lumo_energy_ev=0.2 total_charge=0 e_homo_ev=-8.90 smiles="N[C@@H](Cc1c[nH]cn1)C(=O)N[C@@H](Cc1ccc(O)cc1)C(=O)O"
N -0.09 2.87 2.04
C -0.96 2.47 0.93
C -0.32 2.87 -0.40
C 0.93 2.23 -0.87
C 2.14 2.74 -0.67
N 3.04 1.78 -1.10
C 2.29 0.81 -1.73
N 1.02 1.06 -1.54
C -1.56 1.03 0.89
O -2.12 0.57 1.86
N -1.44 0.40 -0.40
C -2.07 -0.99 -0.51
C -1.49 -2.04 0.48
C 0.01 -2.10 0.49
C 0.73 -2.97 -0.32
C 2.17 -2.86 -0.35
C 2.85 -1.95 0.41
O 4.22 -1.88 0.33
C 2.17 -1.15 1.32
C 0.75 -1.22 1.36
C -3.53 -0.97 -0.80
O -4.25 -1.93 -0.61
O -4.06 0.22 -1.15
H 0.79 2.39 1.81
H -0.55 2.49 2.87
H -1.84 3.01 1.12
H -0.11 3.96 -0.36
H -1.12 2.78 -1.11
H 2.51 3.56 -0.01
H 4.06 1.92 -0.94
H 2.74 0.04 -2.29
H -0.53 0.52 -0.91
H -1.71 -1.35 -1.58
H -1.90 -3.08 0.19
H -1.80 -1.96 1.54
H 0.10 -3.38 -1.25
H 2.72 -3.39 -1.16
H 4.49 -1.53 1.21
H 2.63 -0.49 2.02
H 0.20 -0.56 2.05
H -3.38 0.93 -1.13

***

Record 4
34
Properties=species:S:1:pos:R:3 method="wB97M-V/def2-TZVPD" spin_multiplicity=1 orbital_gap_ev=9.09 e_above_lowest_ev=0.843 lumo_energy_ev=0.8 total_charge=0 e_homo_ev=-8.29 smiles=CCc1ccc(O)cc1.Cc1ccccc1
C 2.23 2.79 2.10
C 2.71 1.42 1.66
C 2.30 0.95 0.30
C 1.25 0.07 0.03
C 0.92 -0.41 -1.20
C 1.76 -0.06 -2.29
O 1.48 -0.63 -3.47
C 2.85 0.76 -2.02
C 3.12 1.32 -0.77
H 2.38 3.54 1.31
H 2.80 3.14 2.96
H 1.18 2.96 2.34
H 3.79 1.39 1.78
H 2.39 0.69 2.42
H 0.67 -0.32 0.86
H 0.17 -1.16 -1.38
H 2.19 -0.72 -4.09
H 3.39 1.07 -2.91
H 3.92 2.03 -0.72
C -2.37 -3.12 -0.93
C -2.72 -1.90 -0.11
C -2.42 -0.65 -0.71
C -2.41 0.52 0.02
C -2.84 0.43 1.35
C -3.37 -0.74 1.89
C -3.38 -1.91 1.11
H -2.99 -4.00 -0.78
H -1.32 -3.35 -0.79
H -2.41 -2.88 -1.99
H -2.24 -0.63 -1.77
H -2.20 1.49 -0.38
H -2.89 1.32 1.96
H -4.05 -0.63 2.72
H -3.86 -2.79 1.51

***

Record 5
34
Properties=species:S:1:pos:R:3 method="wB97M-V/def2-TZVPD" spin_multiplicity=2 orbital_gap_ev="7.84 / 4.20" e_above_lowest_ev=0.366 lumo_energy_ev="-3.6 / -7.3" total_charge=+1 e_homo_ev="-11.45 / -11.45" s2=0.768
C -1.05 2.67 0.04
C 0.05 3.75 -0.15
C -0.91 1.89 1.34
C 0.01 2.19 2.35
C -1.95 1.01 1.64
C -0.08 1.59 3.59
C -1.93 0.28 2.82
C -1.02 0.57 3.82
H -2.01 3.18 0.06
H -1.02 2.05 -0.86
H 1.03 3.26 -0.25
H 0.86 2.81 2.14
H -2.79 0.84 0.98
H 0.64 1.85 4.35
H -2.64 -0.51 3.00
H -1.02 0.13 4.81
H 0.09 4.40 0.72
H -0.17 4.26 -1.09
C 3.28 -0.71 -2.68
C 1.95 -1.25 -2.28
C 1.65 -2.63 -2.55
C 0.98 -0.45 -1.64
C 0.54 -3.27 -2.10
C -0.19 -1.02 -1.22
C -0.38 -2.42 -1.40
O -1.41 -2.91 -0.78
H 3.93 -1.51 -3.04
H 3.71 -0.16 -1.85
H 2.38 -3.15 -3.15
H 1.16 0.58 -1.39
H 0.24 -4.27 -2.35
H -0.90 -0.54 -0.56
H -1.50 -3.87 -0.88
H 3.13 -0.01 -3.50

***

Record 6
35
Properties=species:S:1:pos:R:3 method="wB97M-V/def2-TZVPD" spin_multiplicity=1 orbital_gap_ev=8.87 e_above_lowest_ev=3.853 lumo_energy_ev=0.6 total_charge=0 e_homo_ev=-8.29 smiles=CCc1ccc(O)cc1.Cc1ccc(O)cc1
C -1.42 0.31 3.91
C -1.13 1.59 3.15
C -1.69 1.52 1.82
C -1.17 0.57 0.97
C -1.64 0.26 -0.25
C -2.65 1.16 -0.68
O -3.09 1.00 -1.97
C -3.22 2.18 0.13
C -2.81 2.23 1.41
H -2.53 0.27 4.06
H -0.92 0.23 4.92
H -1.03 -0.42 3.42
H -1.51 2.46 3.75
H -0.09 1.81 3.22
H -0.24 -0.18 1.14
H -1.35 -0.49 -1.07
H -2.42 0.94 -2.62
H -4.15 2.83 -0.19
H -3.29 2.76 2.19
C 3.09 0.81 -2.60
C 2.66 -0.46 -2.09
C 1.42 -1.11 -2.57
C 0.91 -2.14 -1.76
C 1.88 -2.91 -1.09
O 1.57 -4.15 -0.63
C 2.93 -2.30 -0.50
C 3.22 -1.09 -1.05
H 2.34 1.54 -2.29
H 3.15 0.89 -3.61
H 3.99 1.07 -2.20
H 0.85 -0.68 -3.39
H -0.03 -2.58 -2.05
H 0.89 -4.61 -1.35
H 3.40 -2.73 0.37
H 4.04 -0.58 -0.48

***

Record 7
56
Properties=species:S:1:pos:R:3 method="wB97M-V/def2-TZVPD" spin_multiplicity=1 orbital_gap_ev=8.83 lumo_energy_ev=-0.6 total_charge=0 e_homo_ev=-9.43
C 6.20 0.58 -0.48
C 5.10 1.05 -0.55
Si 3.51 1.90 -0.46
S 3.35 3.38 -2.02
C 3.44 2.81 1.19
O 2.10 3.18 1.52
O 1.86 4.51 1.04
O 2.23 0.86 -0.52
Si 1.54 0.31 -1.91
Br 3.09 -0.09 -3.47
B 0.53 -1.44 -1.65
O 0.55 -2.36 -2.66
O -0.19 -1.68 -0.52
C 0.69 -1.88 0.63
C 0.38 1.63 -2.73
O 0.26 1.62 -3.92
C -0.42 2.71 -1.94
F -0.35 3.85 -2.67
F 0.15 2.95 -0.74
C -1.92 2.40 -1.77
F -2.42 2.10 -2.99
F -2.56 3.50 -1.33
C -2.23 1.19 -0.83
F -1.19 0.98 0.02
F -2.40 0.09 -1.59
C -3.50 1.40 0.01
O -4.47 0.72 -0.14
O -3.36 2.35 0.91
H 7.13 0.10 -0.36
H 4.08 4.31 -1.40
H 3.84 2.20 1.99
H 4.01 3.72 1.10
H 1.70 4.39 0.10
H 1.31 -2.95 -2.55
H 1.58 -2.41 0.31
H 0.14 -2.44 1.36
H 1.01 -0.94 1.05
H -3.96 2.15 1.65
C 1.16 -5.14 3.08
C 2.17 -4.73 2.12
N 2.97 -4.40 1.37
H 0.78 -6.13 2.83
H 1.57 -5.17 4.09
H 0.33 -4.44 3.07
C -5.38 -0.68 -3.14
C -6.02 -1.70 -3.95
N -6.52 -2.52 -4.58
H -5.88 0.28 -3.28
H -5.42 -0.93 -2.09
H -4.34 -0.56 -3.42
C -1.37 -1.90 5.36
C -0.37 -1.51 4.39
N 0.43 -1.20 3.62
H -1.77 -2.89 5.12
H -0.95 -1.94 6.36
H -2.20 -1.19 5.36

***

Record 8
41
Properties=species:S:1:pos:R:3 method="wB97M-V/def2-TZVPD" spin_multiplicity=1 orbital_gap_ev=6.90 lumo_energy_ev=-4.3 total_charge=+1 e_homo_ev=-11.23
C 0.76 -4.50 3.09
O -0.62 -4.15 2.84
B -0.82 -2.77 2.72
O -1.55 -2.11 3.72
S -0.23 -1.70 1.27
C 0.60 -2.76 -0.03
C 1.16 -1.72 -1.09
N 2.31 -1.14 -0.91
H 1.25 -4.85 2.14
H 0.74 -5.34 3.83
H 1.39 -3.66 3.47
H -1.19 -1.21 3.77
H 0.77 -0.83 1.67
H -0.14 -3.46 -0.49
H 1.42 -3.38 0.41
H 0.51 -1.48 -1.96
H 2.66 -1.53 -0.01
F -0.71 0.50 3.21
C -1.37 1.70 3.12
C -1.46 2.33 1.89
C -2.13 3.54 1.80
C -2.69 4.11 2.94
C -2.58 3.47 4.17
C -1.92 2.25 4.26
H -1.01 1.87 1.02
H -2.22 4.04 0.84
H -3.21 5.06 2.87
H -3.01 3.92 5.05
H -1.84 1.73 5.21
F 0.93 1.81 -7.61
C 1.10 1.41 -6.35
C 0.08 0.71 -5.72
C 0.25 0.30 -4.41
C 1.43 0.59 -3.73
C 2.45 1.29 -4.38
C 2.28 1.70 -5.69
H -0.84 0.50 -6.26
H -0.54 -0.26 -3.91
H 1.56 0.26 -2.71
H 3.37 1.52 -3.85
H 3.06 2.24 -6.21

***

Record 9
68
Properties=species:S:1:pos:R:3 method="wB97M-V/def2-TZVPD" spin_multiplicity=1 orbital_gap_ev=7.65 lumo_energy_ev=-3.7 total_charge=+1 e_homo_ev=-11.38
C 0.06 -1.14 2.25
C -0.90 -2.19 2.84
Br -2.31 -2.46 1.49
C -1.66 -1.76 4.09
S -0.67 -1.64 5.65
C 1.08 -1.84 5.34
C 1.45 -3.17 4.73
O 0.83 -4.19 4.82
F 2.57 -3.09 4.02
H 0.84 -1.68 1.72
H 0.48 -0.47 2.99
H -0.48 -0.54 1.53
H -0.42 -3.15 2.92
H -2.44 -2.49 4.29
H -2.16 -0.82 3.94
H -1.05 -2.76 6.30
H 1.51 -1.00 4.80
H 1.56 -1.81 6.32
C -2.15 -1.77 -2.83
Br -1.35 -0.40 -1.73
Br -3.76 -2.49 -2.03
Br -2.46 -1.15 -4.62
H -1.44 -2.58 -2.89
C -1.36 2.96 5.12
Br -3.06 3.26 4.29
Br -1.36 3.54 6.97
Br -0.82 1.09 4.92
H -0.63 3.56 4.59
C 3.14 2.04 5.67
Br 2.91 1.72 3.78
Br 4.50 3.35 6.04
Br 1.44 2.50 6.49
H 3.47 1.11 6.11
C 0.36 -1.51 -8.25
Br 2.09 -1.19 -7.48
Br -0.42 -3.15 -7.60
Br -0.81 0.00 -8.00
H 0.50 -1.63 -9.31
C -5.77 1.34 -6.22
Br -6.94 -0.18 -6.11
Br -5.35 2.05 -4.48
Br -4.18 0.95 -7.23
H -6.31 2.12 -6.76
C 3.46 3.48 0.12
Br 2.82 1.66 0.02
Br 2.34 4.57 1.24
Br 5.31 3.55 0.66
H 3.40 3.88 -0.88
C 4.22 6.15 -3.34
Br 3.58 4.33 -3.47
Br 3.10 7.21 -2.19
Br 6.06 6.20 -2.79
H 4.17 6.57 -4.33
C -0.40 -5.81 -3.23
Br -1.68 -5.01 -4.43
Br 1.01 -6.70 -4.19
Br 0.29 -4.53 -1.96
H -0.93 -6.57 -2.66
C -2.80 2.53 11.12
Br -2.94 2.26 9.20
Br -1.44 3.83 11.53
Br -4.50 2.99 11.90
H -2.49 1.59 11.55
C 1.82 -2.46 -12.51
Br 2.63 -1.09 -11.42
Br 0.23 -3.17 -11.68
Br 1.47 -1.85 -14.30
H 2.53 -3.27 -12.58

***

Record 10
43
Properties=species:S:1:pos:R:3 method="wB97M-V/def2-TZVPD" spin_multiplicity=5 orbital_gap_ev="6.81 / 3.78" lumo_energy_ev="-14.1 / -18.3" total_charge=+4 e_homo_ev="-20.86 / -22.12" s2=6.040
N -0.51 -2.21 2.25
C -0.65 -2.46 3.38
C -0.88 -2.81 4.77
H -0.53 -3.83 4.99
H -1.96 -2.74 4.98
H -0.34 -2.10 5.41
N -2.10 2.95 -0.80
C -2.41 4.07 -0.90
C -2.92 5.42 -1.06
H -3.96 5.43 -0.72
H -2.88 5.68 -2.13
H -2.33 6.14 -0.48
N 1.41 -2.02 -2.03
C 2.16 -2.18 -2.91
C 3.04 -2.42 -4.03
H 3.64 -1.52 -4.22
H 2.44 -2.65 -4.93
H 3.72 -3.27 -3.83
Pt -1.19 0.28 -0.52
C 0.49 0.78 -1.31
O 1.48 1.18 -1.72
C -0.67 0.67 1.29
O -0.32 1.01 2.33
C -2.88 -1.07 0.17
C -2.25 -2.22 -0.35
C -1.69 -2.16 -1.60
C -1.76 -0.95 -2.33
C -2.81 -0.04 -2.03
C -3.38 -0.10 -0.74
H -3.14 -1.03 1.23
H -2.14 -3.11 0.26
H -1.14 -3.01 -2.00
H -1.16 -0.82 -3.23
H -3.06 0.80 -2.69
H -4.07 0.69 -0.41
N 3.88 2.25 1.62
C 4.00 0.86 1.75
N 5.27 0.45 2.14
O 3.12 0.07 1.44
H 4.46 2.81 2.24
H 2.92 2.57 1.56
H 5.29 -0.49 2.49
H 5.81 1.12 2.66

***

Record 11
42
Properties=species:S:1:pos:R:3 method="wB97M-V/def2-TZVPD" spin_multiplicity=1 orbital_gap_ev=9.89 e_above_lowest_ev=0.000 lumo_energy_ev=0.5 total_charge=0 e_homo_ev=-9.39 smiles="CC(C)(C)OC(=O)N1CCN(C(=O)c2cccnc2Cl)CC1"
C -0.45 -5.47 -2.39
C -0.69 -4.10 -3.03
C -2.19 -3.82 -3.18
C 0.01 -4.01 -4.39
O -0.06 -3.06 -2.25
C -0.43 -2.86 -0.97
O -1.29 -3.45 -0.36
N 0.32 -1.87 -0.42
C 0.04 -1.41 0.92
C -0.18 0.10 0.93
N 0.98 0.76 0.35
C 1.09 2.10 0.25
O 2.00 2.66 -0.33
C 0.01 2.90 0.93
C -0.95 3.57 0.19
C -1.88 4.37 0.84
C -1.80 4.47 2.22
N -0.88 3.85 2.94
C 0.00 3.10 2.31
Cl 1.18 2.33 3.29
C 1.96 -0.08 -0.30
C 1.28 -1.10 -1.19
H -0.85 -6.25 -3.04
H -0.94 -5.52 -1.42
H 0.62 -5.63 -2.26
H -2.63 -4.56 -3.84
H -2.68 -3.87 -2.21
H -2.35 -2.83 -3.60
H -0.40 -4.75 -5.07
H 1.07 -4.18 -4.27
H -0.14 -3.02 -4.82
H -0.87 -1.93 1.26
H 0.86 -1.68 1.60
H -0.32 0.43 1.96
H -1.08 0.34 0.36
H -0.97 3.47 -0.89
H -2.64 4.90 0.29
H -2.49 5.08 2.79
H 2.57 -0.58 0.46
H 2.61 0.57 -0.89
H 0.77 -0.60 -2.02
H 2.02 -1.78 -1.63